ORCA calculation (wB97M-V/def2-TZVPD) on a molecular structure, C27H49N3ORb in a non-equilibrium geometry.

Kohn-Sham gap: 5.18 eV
E_LUMO: 0.0776 Eh
Total charge: -1
HOMO: -3.1 eV
Relative energy (zero: lowest compared OMol25 entry of this formula, charge and spin): 90.7 kJ/mol
Calculated total energy: -35965.0757 eV
Maximum force: 4.28 eV Å⁻¹

XYZ file:
```
81
C27H49N3ORb (wB97M-V/def2-TZVPD)
Rb -0.284 -0.865 0.139
C 0.148 -3.527 1.754
C 1.392 -3.099 1.510
C 1.764 -2.086 2.392
C 0.602 -1.886 3.224
C -0.459 -2.685 2.805
C -1.686 -2.827 3.608
C 0.489 -0.965 4.417
C 3.167 -1.592 2.566
C 2.378 -3.725 0.579
C -0.646 -4.631 1.094
H -1.861 -1.893 4.107
H -1.566 -3.609 4.297
H -2.575 -3.200 3.067
H 1.361 -0.254 4.452
H 0.603 -1.487 5.388
H -0.438 -0.365 4.387
H 3.712 -2.160 3.246
H 3.106 -0.505 2.861
H 3.711 -1.585 1.608
H 1.951 -4.384 -0.133
H 3.000 -4.397 1.210
H 3.095 -3.022 0.083
H -0.746 -4.589 0.000
H -1.583 -4.596 1.616
H -0.307 -5.631 1.299
C -2.146 -2.629 -2.674
N -2.808 -1.991 -1.576
C -3.730 -2.926 -0.926
C -3.342 -0.719 -2.053
C -3.940 0.109 -0.930
N -2.953 0.598 0.021
C -2.362 1.821 -0.510
C -3.638 0.841 1.282
H -2.933 -2.953 -3.394
H -1.620 -3.513 -2.347
H -1.527 -1.952 -3.189
H -4.604 -3.122 -1.548
H -4.029 -2.464 0.090
H -3.219 -3.856 -0.765
H -4.124 -0.890 -2.729
H -2.531 -0.150 -2.522
H -4.579 -0.604 -0.400
H -4.629 0.882 -1.337
H -3.094 2.555 -0.928
H -1.525 1.636 -1.182
H -1.822 2.379 0.299
H -4.314 1.727 1.254
H -2.947 0.973 2.106
H -4.247 -0.045 1.575
C 0.476 -0.331 -4.584
C 0.100 0.769 -3.579
O 0.081 0.328 -2.268
H 0.708 0.027 -5.599
H -0.374 -1.025 -4.753
H 1.283 -1.088 -4.210
H -0.874 1.152 -3.827
H 0.780 1.601 -3.832
H 1.598 1.997 -2.354
C 1.205 3.615 2.528
N 1.710 4.047 1.217
C 0.890 5.011 0.546
C 1.762 2.820 0.341
C 2.737 3.086 -0.787
C 3.897 3.724 -0.478
C 4.837 3.858 -1.533
C 4.645 3.424 -2.811
C 3.427 2.818 -3.065
C 2.460 2.663 -2.067
H 1.149 4.525 3.169
H 1.936 2.873 2.999
H 0.212 3.103 2.451
H 1.062 6.025 0.996
H -0.159 4.831 0.403
H 1.359 5.148 -0.422
H 0.782 2.498 -0.035
H 2.173 2.000 0.938
H 4.153 4.155 0.450
H 5.773 4.253 -1.338
H 5.437 3.484 -3.646
H 3.109 2.469 -4.042
```